1.
A gas-phase ion, C30H40N5O (charge +1) at a distorted geometry. Source: the Open Molecules 2025 dataset; level of theory: wB97M-V/def2-TZVPD.

Each line ends with the Mulliken charge.
Geometry (Å):
C -1.92 5.14 0.63  -0.966
N -1.76 3.70 0.64  0.263
C -2.85 2.86 0.66  0.296
O -4.02 3.23 0.70  -0.690
C -2.30 1.43 0.66  0.214
C -2.94 0.57 -0.42  -0.255
C -4.41 0.29 -0.17  0.723
C -5.33 0.44 -1.22  -0.385
C -6.70 0.26 -0.97  -0.648
C -7.13 -0.12 0.30  -0.484
C -6.20 -0.33 1.33  -0.796
C -4.84 -0.15 1.09  -0.048
N -0.88 1.63 0.48  0.339
C -0.04 0.57 0.26  1.048
C 1.31 0.63 0.18  -1.555
C 2.17 -0.62 0.13  1.273
C 3.69 -0.25 0.18  0.211
C 4.52 -1.00 1.01  -0.477
C 5.90 -0.74 1.05  -0.732
C 6.44 0.34 0.35  0.381
C 7.86 0.59 0.36  -0.156
N 9.02 0.76 0.34  -0.465
C 5.57 1.18 -0.36  -0.878
C 4.21 0.89 -0.45  -0.217
C -0.48 3.05 0.43  0.178
C 0.09 3.41 -0.95  -1.436
C 0.49 3.50 1.54  -1.450
H -2.98 5.40 0.80  0.361
H -1.32 5.61 1.41  0.293
H -1.62 5.58 -0.34  0.324
H -2.48 1.00 1.66  0.218
H -2.81 1.07 -1.39  0.338
H -2.39 -0.38 -0.49  -0.214
H -4.96 0.73 -2.21  0.368
H -7.41 0.44 -1.77  0.389
H -8.20 -0.27 0.50  0.386
H -6.53 -0.63 2.33  0.374
H -4.10 -0.31 1.88  0.215
H -0.54 -0.41 0.23  -0.593
H 1.82 1.61 0.23  0.209
H 1.92 -1.34 0.91  0.256
H 4.11 -1.79 1.66  0.408
H 6.56 -1.38 1.64  0.459
H 5.99 2.07 -0.86  0.445
H 3.57 1.60 -1.00  0.488
H -0.71 3.35 -1.71  0.366
H 0.49 4.44 -0.93  0.494
H 0.89 2.72 -1.23  0.225
H -0.07 3.64 2.47  0.421
H 1.28 2.76 1.69  0.232
H 0.94 4.46 1.26  0.437
C -1.30 -2.38 1.69  -1.015
N -0.85 -2.63 0.32  0.682
C -1.92 -3.21 -0.52  -0.992
C 0.42 -3.36 0.27  -1.890
C 1.23 -3.03 -0.95  0.640
C 2.47 -3.88 -1.13  -1.018
C 3.52 -2.99 -1.85  -0.529
C 2.82 -1.66 -2.12  -0.583
N 1.71 -1.55 -1.13  -0.198
H -0.48 -1.85 2.22  0.349
H -2.20 -1.74 1.69  0.136
H -1.52 -3.32 2.24  0.414
H -1.54 -3.43 -1.52  0.300
H -2.35 -4.14 -0.10  0.332
H -2.73 -2.47 -0.62  0.243
H 0.99 -3.18 1.19  0.501
H 0.21 -4.45 0.25  0.288
H 0.59 -3.17 -1.84  0.360
H 2.85 -4.30 -0.19  0.409
H 2.22 -4.75 -1.74  0.388
H 4.40 -2.85 -1.21  0.189
H 3.85 -3.43 -2.80  0.402
H 3.46 -0.79 -2.05  0.407
H 2.33 -1.61 -3.11  0.500
H 0.90 -1.06 -1.52  0.500

Summary:
Total energy = -41250.4134 eV
SMILES = CN(C)C[C@@H]1CCC[N@@H+]1[C@H](/C=C/N1[C@H](Cc2ccccc2)C(=O)N(C)C1(C)C)c1ccc(C#N)cc1
Net charge = +1
E_LUMO = -0.1071 Eh

2.
A molecular structure, C30H40N6O5V at a distorted geometry. Source: the Open Molecules 2025 dataset; level of theory: wB97M-V/def2-TZVPD.

Each line ends with the Mulliken charge.
Geometry (Å):
O 6.39 -0.04 15.72  -0.586
V 7.49 0.56 16.74  0.775
O 8.71 1.14 16.00  -0.220
N 5.96 0.06 18.46  0.421
C 6.20 -0.35 19.72  -0.113
C 5.23 -0.46 20.70  -1.009
C 3.94 -0.11 20.37  -0.107
C 3.67 0.40 19.11  -1.066
C 4.72 0.47 18.19  -0.138
H 7.23 -0.59 19.93  0.416
H 5.53 -0.85 21.66  0.433
H 3.12 -0.23 21.07  0.410
H 2.67 0.72 18.89  0.452
H 4.52 0.92 17.23  0.519
N 8.23 -1.59 17.12  0.487
C 7.54 -2.73 17.01  -0.135
C 7.88 -3.92 17.65  -0.997
C 9.00 -3.93 18.47  -0.279
C 9.74 -2.76 18.56  -0.987
C 9.35 -1.64 17.87  0.091
H 6.66 -2.66 16.38  0.515
H 7.28 -4.81 17.50  0.454
H 9.27 -4.79 19.05  0.440
H 10.69 -2.73 19.07  0.443
H 9.99 -0.77 17.80  0.274
N 6.66 2.81 16.87  0.484
C 6.31 3.51 17.97  -0.053
C 6.08 4.88 18.02  -1.000
C 6.19 5.59 16.84  -0.201
C 6.53 4.91 15.70  -0.801
C 6.73 3.54 15.75  -0.290
H 6.29 2.94 18.90  0.401
H 5.73 5.32 18.94  0.443
H 6.15 6.67 16.88  0.401
H 6.74 5.43 14.77  0.423
H 7.15 3.02 14.89  0.423
C 11.18 0.64 12.06  -0.373
C 9.70 0.71 12.45  0.567
O 9.25 -0.63 12.35  -0.253
C 10.29 -1.44 12.16  0.613
O 10.22 -2.63 12.10  -0.527
O 11.44 -0.76 12.03  -0.377
H 11.84 1.09 12.80  0.187
H 11.41 1.14 11.11  0.299
H 9.19 1.42 11.80  0.347
H 9.58 1.01 13.49  -0.511
C 6.67 -2.41 13.26  -0.964
C 6.36 -2.71 11.80  -0.417
C 4.86 -2.68 11.46  -0.506
C 4.06 -3.73 12.08  0.190
N 3.39 -4.51 12.58  -0.442
H 6.16 -3.16 13.88  0.460
H 6.31 -1.40 13.48  0.172
H 7.72 -2.46 13.53  0.303
H 6.75 -3.69 11.53  0.393
H 6.82 -1.94 11.19  0.194
H 4.68 -2.79 10.39  0.371
H 4.49 -1.72 11.82  0.250
C 10.74 3.66 15.24  -0.961
C 11.50 3.29 16.50  0.282
C 12.57 2.22 16.30  -0.688
C 12.07 0.93 15.83  0.247
N 11.69 -0.08 15.43  -0.443
H 11.45 3.95 14.47  0.408
H 10.04 4.48 15.36  0.356
H 10.18 2.78 14.92  -0.050
H 10.80 2.96 17.28  -0.343
H 12.02 4.12 17.00  0.438
H 13.13 2.06 17.23  0.390
H 13.29 2.60 15.57  0.395
C 11.81 3.74 20.41  -0.822
C 10.42 3.65 21.04  -0.477
C 9.84 2.25 21.08  -0.767
C 9.20 1.78 19.86  0.283
N 8.71 1.40 18.89  0.031
H 12.57 3.22 20.99  0.365
H 12.07 4.78 20.25  0.344
H 11.79 3.27 19.42  -0.029
H 9.74 4.31 20.50  0.342
H 10.46 4.02 22.07  0.366
H 9.05 2.21 21.83  0.298
H 10.58 1.49 21.37  0.339

Summary:
Total energy = -76620.1159 eV
Net charge = +1
E_LUMO = -0.1150 Eh

3.
A molecular structure, C30H41BF4GeN4PtS2 at a distorted geometry. Source: the Open Molecules 2025 dataset; level of theory: wB97M-V/def2-TZVPD.

Each line ends with the Mulliken charge.
Geometry (Å):
Pt 0.35 -0.91 -0.37  -0.614
C 2.35 -3.63 0.69  -0.911
C 1.55 -3.94 -0.58  -0.546
N 0.27 -3.21 -0.67  -0.572
C -0.88 -3.84 -0.02  -1.055
C -0.83 -3.94 1.50  -0.826
S -0.66 -2.40 2.45  0.130
C 0.97 -2.54 3.21  -0.737
C 2.17 -1.92 2.49  -0.892
N 2.25 -2.23 1.07  -0.007
H 3.38 -3.96 0.51  0.455
H 1.99 -4.24 1.52  0.315
H 1.38 -5.02 -0.65  0.362
H 2.13 -3.64 -1.45  0.176
H 0.05 -3.14 -1.66  0.261
H -1.00 -4.86 -0.39  0.461
H -1.76 -3.27 -0.31  0.394
H -0.05 -4.63 1.82  0.344
H -1.77 -4.39 1.81  0.583
H 1.14 -3.58 3.47  0.556
H 0.87 -2.00 4.16  0.243
H 3.06 -2.26 3.04  0.288
H 2.12 -0.84 2.59  0.289
H 2.97 -1.66 0.64  0.296
C -1.33 0.06 -5.66  -0.787
C -0.09 0.88 -5.30  -0.819
N 0.55 0.44 -4.06  0.129
C 1.30 -0.63 -3.93  0.694
S 1.95 -1.10 -2.40  -0.621
N 1.64 -1.31 -5.04  -0.078
C 2.40 -2.55 -5.09  -0.668
C 1.51 -3.78 -5.15  -0.863
H -1.78 0.46 -6.57  0.360
H -2.06 0.12 -4.85  0.198
H -1.09 -0.99 -5.84  0.248
H -0.38 1.91 -5.13  0.340
H 0.65 0.88 -6.11  0.487
H 0.20 0.87 -3.22  -0.354
H 1.16 -1.05 -5.89  0.201
H 3.04 -2.58 -4.21  0.343
H 3.06 -2.51 -5.96  0.372
H 0.87 -3.82 -4.26  0.084
H 2.11 -4.69 -5.18  0.371
H 0.87 -3.76 -6.03  0.375
C -0.10 0.43 0.62  1.469
Ge -0.62 1.95 1.75  1.763
C 0.20 3.58 1.09  -0.278
C 0.21 4.72 1.90  0.063
C 0.80 5.89 1.45  -0.742
C 1.38 5.94 0.19  -0.469
C 1.38 4.81 -0.62  -0.625
C 0.79 3.63 -0.17  -0.259
C 0.25 1.46 3.44  -0.182
C 1.49 2.00 3.78  -0.240
C 2.13 1.63 4.96  -0.736
C 1.54 0.71 5.82  -0.448
C 0.30 0.16 5.49  -0.789
C -0.33 0.53 4.31  -0.294
C -2.54 2.03 1.98  0.408
C -3.21 3.24 1.83  -0.450
C -4.58 3.32 2.02  -0.751
C -5.30 2.18 2.36  -0.433
C -4.65 0.96 2.49  -0.917
C -3.28 0.89 2.30  0.154
H -0.23 4.69 2.88  0.484
H 0.80 6.77 2.08  0.390
H 1.84 6.86 -0.17  0.375
H 1.82 4.84 -1.61  0.398
H 0.76 2.77 -0.83  0.172
H 1.97 2.71 3.12  0.379
H 3.09 2.06 5.21  0.407
H 2.03 0.43 6.74  0.394
H -0.17 -0.55 6.16  0.420
H -1.30 0.10 4.09  0.394
H -2.66 4.13 1.53  0.379
H -5.09 4.27 1.89  0.403
H -6.37 2.24 2.50  0.372
H -5.21 0.07 2.73  0.411
H -2.79 -0.08 2.38  0.114
F -1.73 0.23 -2.28  -0.422
B -2.22 1.56 -2.13  0.126
F -3.45 1.68 -2.74  -0.323
F -1.26 2.41 -2.77  -0.444
F -2.29 1.89 -0.77  0.323

Summary:
Total energy = -130719.3475 eV
E_LUMO = -0.0099 Eh

For the records above, the corresponding gap between HOMO and LUMO values read 8.02 9.25 6.78 eV.
For the records above, the corresponding relative energy (zero: lowest compared OMol25 entry of this formula, charge and spin) values read 184.5 88.8 138.0 kJ/mol.